[1]
Below is 2 unconnected molecules or ions with the total composition C4H12, with properties calculated with ωB97M-V with the def2-TZVPD basis set.

The geometry in XYZ format:
```
16
Properties=species:S:1:pos:R:3
C -2.457 -0.057 -0.876
C -1.616 0.826 -0.018
H -2.100 -0.199 -1.892
H -2.369 -1.070 -0.357
H -3.518 0.226 -0.887
H -2.297 1.615 0.402
H -0.761 1.274 -0.510
H -1.256 0.344 0.920
C 1.650 -0.016 -0.184
C 2.422 -0.729 0.924
H 0.613 -0.359 0.019
H 1.778 1.056 -0.072
H 1.919 -0.349 -1.180
H 3.444 -0.331 1.025
H 2.465 -1.799 0.756
H 2.084 -0.431 1.931
```

Properties
- E_tot (Ha) = -159.14943
- 2S+1 = 2
- HOMO-LUMO gap (spin up / spin down) (eV) = 13.98 / 3.95
- HOMO (spin up / spin down) (hartree) = -0.62132 / -0.56308
- charge = +1


[2]
Below is a single C20H24N2O3 molecule, with properties calculated with ωB97M-V with the def2-TZVPD basis set.

The geometry in XYZ format:
```
49
Properties=species:S:1:pos:R:3
O 1.349 -1.868 3.369
C 0.415 -2.179 2.649
C -0.043 -3.646 2.517
C 0.925 -4.577 3.244
C 1.946 -4.866 2.147
C 1.060 -4.916 0.904
O -0.045 -4.055 1.151
N -0.291 -1.262 1.961
C -1.364 -1.505 1.025
C -0.903 -1.097 -0.386
N -0.436 0.271 -0.466
C -1.486 1.274 -0.531
C -0.929 2.624 -0.918
C -0.949 3.700 -0.053
O -1.420 3.653 1.225
C -0.467 4.964 -0.455
C 0.036 5.148 -1.705
C 0.102 4.073 -2.617
C 0.635 4.245 -3.910
C 0.707 3.197 -4.784
C 0.254 1.931 -4.388
C -0.272 1.734 -3.141
C -0.375 2.797 -2.217
C 0.583 0.518 0.535
C 0.150 0.121 1.955
H -1.068 -3.726 2.903
H 1.365 -4.086 4.108
H 0.414 -5.489 3.553
H 2.493 -5.793 2.302
H 2.651 -4.038 2.080
H 1.569 -4.575 -0.001
H 0.676 -5.930 0.731
H -2.232 -0.904 1.328
H -1.643 -2.555 1.019
H -0.072 -1.749 -0.670
H -1.718 -1.243 -1.098
H -2.068 1.342 0.407
H -2.193 0.956 -1.304
H -1.705 2.759 1.448
H -0.519 5.765 0.265
H 0.398 6.118 -2.012
H 0.988 5.225 -4.195
H 1.116 3.334 -5.774
H 0.325 1.104 -5.080
H -0.591 0.748 -2.849
H 1.459 -0.078 0.261
H 0.862 1.572 0.505
H -0.673 0.753 2.308
H 0.986 0.211 2.650
```

Properties
- E_tot (Ha) = -1111.75921
- HOMO-LUMO gap (eV) = 8.61
- HOMO (hartree) = -0.29357
- SMILES = O=C([C@@H]1CCCO1)N1CCN(Cc2c(O)ccc3ccccc23)CC1
- charge = 0


[3]
Below is 6 unconnected molecules or ions with the total composition C32H46F5N2O16, with properties calculated with ωB97M-V with the def2-TZVPD basis set.

The geometry in XYZ format:
```
101
Properties=species:S:1:pos:R:3
C -3.969 0.653 -3.513
O -3.853 1.394 -2.290
C -2.722 2.260 -2.272
C -1.521 1.681 -1.381
C -1.510 0.100 -1.426
C -0.296 -0.550 -0.624
C -0.015 -1.990 -1.269
C 1.521 -2.412 -1.249
C 1.854 -3.245 -2.554
C 3.027 -2.633 -3.428
C 2.781 -1.117 -3.842
C 3.791 -0.081 -3.151
C 2.942 0.802 -2.148
C 3.366 2.359 -2.145
C 3.377 2.770 -0.625
C 2.021 2.686 0.057
C 2.000 3.051 1.506
C 3.375 3.448 2.106
N 4.450 3.422 1.255
N 4.528 3.138 -0.020
H -3.346 1.040 -4.359
H -5.041 0.701 -3.869
H -3.753 -0.436 -3.347
H -2.353 2.581 -3.280
H -3.053 3.201 -1.736
H -1.617 2.055 -0.318
H -0.561 2.038 -1.861
H -1.493 -0.184 -2.516
H -2.469 -0.313 -1.005
H -0.675 -0.681 0.427
H 0.594 0.136 -0.653
H -0.639 -2.761 -0.743
H -0.372 -1.967 -2.331
H 1.639 -3.113 -0.371
H 2.207 -1.549 -1.059
H 0.964 -3.423 -3.215
H 2.202 -4.272 -2.212
H 3.036 -3.226 -4.393
H 4.028 -2.814 -2.946
H 2.926 -1.007 -4.949
H 1.705 -0.891 -3.619
H 4.390 0.509 -3.889
H 4.509 -0.723 -2.562
H 3.136 0.396 -1.111
H 1.839 0.782 -2.325
H 2.604 2.978 -2.690
H 4.359 2.504 -2.635
H 1.107 2.357 -0.491
H 1.055 3.010 2.093
H 3.501 3.709 3.179
H 5.342 3.679 1.698
C -3.523 -3.542 2.407
C -3.068 -2.141 2.132
O -2.634 -2.202 0.784
C -3.388 -3.183 0.204
O -3.495 -3.335 -0.970
O -4.006 -3.957 1.134
F -2.010 -1.806 2.912
H -2.704 -4.196 2.716
H -4.310 -3.586 3.159
H -3.852 -1.385 2.230
C -6.466 -1.497 -2.776
C -7.058 -2.818 -2.386
O -7.329 -3.424 -3.635
C -6.405 -2.918 -4.502
O -6.155 -3.387 -5.563
O -5.799 -1.808 -3.993
F -8.227 -2.654 -1.718
H -7.226 -0.734 -2.963
H -5.766 -1.118 -2.031
H -6.388 -3.458 -1.805
C 1.766 1.799 5.158
C 1.943 2.765 6.292
O 0.931 3.724 6.051
C -0.068 3.057 5.407
O -1.175 3.467 5.284
O 0.362 1.856 4.927
F 3.150 3.379 6.225
H 2.281 2.111 4.250
H 2.079 0.789 5.419
H 1.807 2.327 7.284
C 6.178 -6.684 -3.033
C 5.229 -6.111 -4.044
O 4.063 -5.866 -3.280
C 4.494 -5.621 -2.012
O 3.826 -5.119 -1.164
O 5.783 -6.015 -1.837
F 4.936 -7.014 -5.008
H 6.053 -7.762 -2.905
H 7.220 -6.477 -3.273
H 5.569 -5.179 -4.504
C -2.699 6.871 7.107
C -1.324 6.912 6.512
O -0.539 7.456 7.556
C -1.156 7.083 8.715
O -0.647 7.128 9.787
O -2.424 6.643 8.487
F -1.274 7.753 5.448
H -3.233 7.818 6.994
H -3.311 6.071 6.691
H -0.928 5.934 6.228
```

Properties
- E_tot (Ha) = -3059.27948
- HOMO-LUMO gap (eV) = 6.48
- HOMO (hartree) = -0.42464
- charge = +1


[4]
Below is a molecular structure, C6H3Br3F3O2, with properties calculated with ωB97M-V with the def2-TZVPD basis set.

The geometry in XYZ format:
```
17
Properties=species:S:1:pos:R:3
C -1.407 0.133 0.981
C -0.190 0.184 0.732
C -2.458 4.132 1.399
C 0.966 -0.505 0.137
C -2.738 0.445 1.373
C 1.208 2.028 0.683
O -2.661 3.736 2.450
O -2.109 4.502 0.373
F -3.666 -0.524 1.272
F -3.189 1.486 0.589
F -2.835 0.929 2.638
Br 0.984 3.922 1.547
Br 2.255 2.402 -0.933
Br 2.467 1.437 2.147
H 0.603 -1.492 -0.370
H 1.789 -0.796 0.907
H 1.611 -0.014 -0.677
```

Properties
- E_tot (Ha) = -8402.51749
- HOMO-LUMO gap (eV) = 7.32
- HOMO (hartree) = -0.15666
- charge = -1


[5]
Below is a single C2H2F2S2 molecule, with properties calculated with ωB97M-V with the def2-TZVPD basis set.

The geometry in XYZ format:
```
8
Properties=species:S:1:pos:R:3
F 1.696 -0.324 -0.793
C 0.627 -0.710 -0.034
F 1.026 -0.835 1.426
C -0.467 0.081 0.019
S -2.039 -0.549 0.089
S 0.012 1.686 0.383
H 0.329 -1.631 -0.526
H -1.185 2.282 -0.564
```

Properties
- E_tot (Ha) = -1073.41231
- HOMO-LUMO gap (eV) = 7.74
- HOMO (hartree) = -0.35084
- SMILES = FC(F)C(=S)S
- charge = 0


| no. | M (g mol⁻¹) |
| --- | --- |
| 1 | 60.14 |
| 2 | 340.42 |
| 3 | 809.71 |
| 4 | 403.79 |
| 5 | 128.17 |